Record 1
{
  "formula": "C8H5NS",
  "method": "ωB97M-V/def2-TZVPD",
  "elements": ["H", "C", "C", "C", "H", "C", "H", "C", "C", "C", "H", "C", "H", "S", "N"],
  "xyz": [[-1.6730, -2.1341, -2.2138], [-0.1271, -0.7126, -2.3897], [-1.5179, -1.4772, 1.1086], [-0.5444, -0.5635, 0.8823], [1.7686, 2.8079, 1.2008], [0.4217, 0.2011, 1.2574], [1.6730, 2.4585, 3.1943], [0.7266, 0.1620, -1.9996], [1.4782, 2.2041, 2.1118], [-1.1227, -1.4863, -1.5260], [-2.1343, -1.8749, 1.8545], [-1.3068, -1.1451, -0.2397], [-0.2461, -0.8615, -3.5445], [1.7513, 1.3000, -1.5896], [0.8530, 1.1214, 1.8934]],
  "forces_ev_per_a": [[-0.4, 0.0, 1.2], [-2.1, -1.6, -1.5], [0.3, 1.3, -1.1], [-3.3, -2.0, -1.5], [-0.2, -0.6, 1.4], [2.1, 0.8, 1.4], [-0.1, 0.0, -1.6], [1.5, 1.6, 0.2], [0.4, 1.0, 0.6], [0.9, 1.6, -1.9], [-0.5, -0.6, 0.8], [0.9, -1.7, 0.3], [0.5, 0.3, 2.3], [-0.6, -0.7, -0.1], [0.6, 0.9, -0.5]],
  "total_charge": 0,
  "homo_energy_ev": -6.88,
  "e_above_lowest_kj_mol": 407.2
}


Record 2
{
  "formula": "C24H50Br4N6O4",
  "method": "ωB97M-V/def2-TZVPD",
  "elements": ["H", "H", "N", "C", "Br", "C", "H", "H", "C", "H", "H", "H", "C", "N", "H", "H", "C", "H", "C", "C", "H", "H", "H", "H", "H", "C", "C", "H", "H", "H", "C", "C", "H", "Br", "H", "Br", "H", "N", "C", "H", "C", "N", "H", "C", "H", "H", "H", "H", "H", "H", "C", "H", "C", "C", "O", "H", "H", "O", "C", "C", "H", "H", "H", "H", "H", "H", "C", "H", "O", "H", "Br", "O", "H", "C", "H", "H", "H", "C", "H", "H", "H", "N", "N", "H", "H", "H", "C", "C"],
  "xyz": [[1.1128, -10.7755, -14.9500], [5.5764, -6.9378, -9.6577], [3.8877, -4.0141, -10.9972], [-2.1710, -6.0087, -18.9995], [-2.8572, -0.4758, -10.2857], [5.1747, -7.7380, -10.2896], [-0.4221, -7.3277, -13.5674], [-2.4882, -10.4375, -14.1380], [2.8950, -4.6970, -10.1640], [-1.1106, -5.7692, -19.0159], [-1.3875, -13.2029, -15.6143], [0.1431, -9.7798, -13.9115], [1.7543, -7.1057, -13.6047], [4.0086, -8.3250, -9.9645], [1.9076, -8.1724, -13.7561], [2.5248, -4.0070, -9.4078], [-0.1444, -5.2400, -13.6944], [-3.4650, -9.1226, -18.8059], [7.4852, -5.3524, -17.5197], [4.7639, -3.1617, -10.4128], [3.3709, -5.5948, -9.7797], [3.4674, -9.1352, -11.8313], [-3.9398, -1.9020, -8.0657], [2.2233, -9.0780, -10.5958], [-3.0938, -2.9192, -10.1138], [6.4597, -7.3021, -16.3483], [0.6227, -1.5742, -15.3742], [-0.8444, -7.9819, -17.3074], [0.9779, -0.1193, -13.9050], [-1.1671, -5.0745, -14.0661], [-2.4698, -2.2737, -9.5039], [0.1128, -0.6163, -14.3275], [0.1030, -9.4400, -15.5546], [1.5908, -0.3370, -16.6686], [-2.6383, -5.6849, -19.9220], [-2.6604, -3.8615, -7.1176], [-0.1072, -2.1131, -15.9675], [-0.4931, -4.6826, -11.1703], [-0.3200, -4.9170, -12.2809], [3.4590, -8.7753, -8.0440], [7.6764, -6.7260, -17.0335], [-0.8373, -11.3330, -15.0779], [7.0325, -6.7975, -14.3598], [-2.8804, -2.1473, -8.0671], [-2.4268, -10.2349, -15.9205], [-2.3620, -1.4141, -7.4626], [1.9690, -6.8772, -12.5584], [0.3550, -4.4647, -14.2780], [2.0177, -4.9238, -10.7675], [6.4982, -8.3840, -16.2211], [-3.4779, -8.0526, -19.0612], [4.5145, -3.0267, -9.3516], [-1.1251, -8.1501, -18.3545], [-2.2192, -10.9115, -15.0827], [5.7159, -2.6819, -10.9831], [4.5082, -5.5799, -12.2359], [-1.1333, -9.2096, -18.6126], [5.7698, -8.0157, -11.3246], [4.1089, -4.5646, -12.3181], [0.3321, -6.6714, -14.0029], [6.2006, -5.5210, -15.0229], [2.2782, -7.7578, -8.7767], [1.4223, -2.2322, -15.0523], [3.1860, -4.5416, -12.8960], [-2.5681, -5.5410, -18.0940], [3.7863, -7.0381, -8.2342], [3.3565, -7.9121, -8.7116], [-0.2297, -7.7751, -18.8609], [0.6469, -12.9702, -15.6161], [8.1175, -7.3385, -17.8224], [-0.8038, -1.6959, -12.9411], [-4.4432, -7.4660, -19.4936], [-1.4452, -2.5686, -9.7161], [6.1611, -6.6128, -14.9949], [3.3627, -10.3025, -10.4255], [0.2753, -6.7762, -15.0881], [8.5405, -6.6264, -16.3616], [3.2923, -9.2646, -10.7679], [2.5037, -6.5745, -14.1925], [5.2105, -6.9803, -14.6241], [-2.9489, -11.7074, -15.2428], [-2.3145, -7.4595, -18.7670], [7.2991, -4.3000, -17.9398], [5.5466, -7.1934, -16.9423], [4.8684, -3.9470, -12.7940], [-0.6276, 0.0582, -14.7366], [0.1367, -10.2982, -14.8761], [-0.4914, -12.5775, -15.4873]],
  "forces_ev_per_a": [[0.1, 0.1, -0.2], [-0.4, -0.1, 0.6], [-0.8, -0.1, 0.3], [0.2, -0.7, 1.1], [0.3, -0.4, 0.3], [0.5, -0.6, -2.3], [0.1, -0.2, 0.0], [0.1, 0.2, -0.1], [0.4, 0.6, -0.7], [0.1, -0.1, -0.2], [0.1, -0.2, -0.2], [-0.6, -0.6, 0.4], [-0.3, 0.7, 0.3], [-0.5, 1.8, 1.7], [-0.1, 0.0, -0.1], [0.2, -0.2, 0.3], [-0.7, 0.2, -0.5], [-0.1, -0.2, -0.2], [-0.4, -0.3, -0.4], [-0.1, -0.7, -0.6], [-0.5, -0.1, 0.3], [0.4, -0.2, 0.1], [0.0, -0.2, 0.3], [0.1, 0.3, -0.2], [-0.2, -0.2, 0.4], [-1.4, 0.4, 0.5], [0.8, 1.0, -1.0], [-0.5, -0.3, 0.2], [-0.3, 0.2, 0.4], [0.0, -0.6, -0.2], [0.1, 0.6, -0.7], [-0.1, -1.2, -0.1], [-0.3, -0.4, -0.6], [-0.5, -0.7, 0.3], [-0.3, 0.0, 0.1], [-0.1, 0.3, -0.2], [-0.2, 0.1, 0.1], [0.0, -0.1, 0.0], [0.7, 0.0, 0.0], [0.0, 0.3, 0.4], [1.2, 0.4, 0.0], [-0.9, 0.7, 0.0], [-0.5, -0.6, 0.5], [-0.6, -0.5, 0.1], [0.2, 0.3, 0.2], [0.3, 0.0, -0.3], [0.0, -0.1, 0.1], [0.7, 0.0, 0.6], [0.1, -0.3, 0.0], [0.6, 0.0, 0.2], [-0.1, -0.2, 0.3], [0.1, 0.4, 0.2], [1.0, -0.2, 0.0], [-0.6, 0.2, -0.3], [0.3, 0.4, 0.2], [-0.2, -0.1, -0.2], [-0.4, 0.0, 0.4], [0.0, 0.1, 0.4], [0.6, 0.4, 0.3], [0.0, -0.1, -0.2], [-0.6, 0.0, -0.6], [0.0, 0.2, -0.6], [-0.1, 0.0, 0.3], [0.0, -0.1, 0.0], [-0.3, 0.5, -0.5], [0.4, 0.0, -0.2], [0.0, -1.5, 0.4], [-0.3, 0.2, -0.4], [-0.1, -0.1, -0.2], [-0.5, 0.0, -0.3], [0.4, 0.4, -0.4], [-0.3, 0.0, -0.1], [0.1, 0.4, 0.2], [1.4, -0.1, -0.5], [0.7, 0.0, -0.3], [-0.3, -0.1, 0.0], [-0.3, -0.2, 0.4], [-1.3, -0.3, 0.1], [0.0, 0.0, -0.1], [0.1, 0.1, 0.5], [0.5, -0.4, 0.2], [1.1, 1.0, -0.6], [0.1, 0.0, 0.1], [0.3, 0.3, -0.5], [-0.1, 0.0, -0.1], [0.1, 0.2, 0.1], [1.3, 0.3, 0.3], [0.4, 0.0, 0.4]],
  "total_charge": 0,
  "homo_energy_ev": -9.38,
  "smiles": "CN(C)C=O.CN(C)C=O.CN(C)C=O.CN(C)C=O.BrCCBr.BrCCBr.CCCC#N.CCCC#N",
  "e_above_lowest_kj_mol": 103.6
}